C4H8OS | ωB97M-V/def2-TZVPD

```
14
Properties=species:S:1:pos:R:3:forces:R:3
C -0.93687 2.02803 0.29472 1.1926 1.5505 1.3071
C 0.05633 1.18106 -0.42938 -0.6399 -0.1918 -0.0799
C -0.06658 -0.22654 -0.03752 -2.2531 -1.5912 -0.6818
S -1.43620 -1.19413 -0.06532 1.4455 1.4106 0.0995
C 1.19739 -0.85052 0.34709 1.8587 1.0672 1.3921
O 2.34656 -0.00310 -0.03349 -1.2151 -0.7341 1.2129
H -1.90573 1.68969 0.08203 -1.4902 -0.2572 -0.2270
H -0.78357 2.00289 1.41688 -0.1189 0.1271 -1.2558
H -0.77255 3.04799 -0.09311 -0.4645 -0.1625 0.5275
H -0.14720 1.25628 -1.49603 0.0998 -0.0344 -0.2302
H 1.07393 1.44921 -0.24516 0.3076 0.6555 -0.0867
H 1.23543 -0.82024 1.49988 -0.1137 -0.9249 -1.6804
H 1.23135 -1.79500 -0.19715 0.3567 -0.3215 0.8921
H 2.77347 -0.49208 -0.70370 1.0346 -0.5932 -1.1891
```
Forces are in eV/Å.

**E_tot**: -17158.971 eV
**Relative energy (zero: lowest compared OMol25 entry of this formula, charge and spin)**: 142.7 kJ/mol
**Molecular weight**: 104.174 g/mol
**F_max**: 2.84 eV/A
**Highest occupied orbital energy**: -8.69 eV
**SMILES**: CCC(=S)CO
**Lowest unoccupied orbital energy**: -0.22 eV
**HOMO-LUMO gap**: 8.47 eV

Atomic partial charges in e from the Mulliken method, atoms 1 to 6: number 1, C, carries -1.20; number 2, C, carries -0.22; number 3, C, carries 0.11; number 4, S, carries -0.22; number 5, C, carries -0.46; number 6, O, carries -0.53



C4H8OS | ωB97M-V/def2-TZVPD

```
14
Properties=species:S:1:pos:R:3:forces:R:3
C 1.22786 1.54927 -0.37730 -1.4415 -0.1743 -0.4997
O 0.81150 0.23245 -0.79991 -0.0807 -0.1417 1.1516
C -0.31166 -0.30749 -0.18393 -1.5026 0.1604 2.2999
C -0.48140 -1.74652 -0.57076 5.2900 -0.0472 -1.8276
C -0.80735 0.10537 1.43518 1.5419 1.0378 -6.4433
S -1.71977 0.75173 -0.04810 -0.6604 -0.2716 0.7241
H 1.68147 1.88787 -1.33396 0.6383 0.2587 1.3846
H 1.76496 1.47154 0.60693 0.1695 0.3635 -1.3482
H 0.31030 2.19656 -0.23205 0.9650 -0.6253 -0.0471
H 0.26770 -2.37377 0.00589 -1.0399 0.6286 -0.2349
H 0.02436 -1.82839 -1.62960 -1.4385 0.1092 1.5909
H -1.41126 -2.18043 -0.55994 -2.2381 -0.6042 0.1512
H -1.28900 -0.56538 2.03478 -0.8424 -1.6014 1.5194
H -0.06770 0.80717 1.65280 0.6393 0.9074 1.5791
```
Forces are in eV/Å.

**E_tot**: -17157.885 eV
**Relative energy (zero: lowest compared OMol25 entry of this formula, charge and spin)**: 247.5 kJ/mol
**Molecular weight**: 104.174 g/mol
**F_max**: 6.71 eV/A
**Highest occupied orbital energy**: -8.91 eV
**SMILES**: CO[C@@]1(C)CS1
**Lowest unoccupied orbital energy**: 0.90 eV
**HOMO-LUMO gap**: 9.81 eV

Atomic partial charges in e from the Mulliken method, atoms 1 to 6: number 1, C, carries -0.70; number 2, O, carries -0.40; number 3, C, carries 0.78; number 4, C, carries -1.23; number 5, C, carries -0.79; number 6, S, carries -0.18



C4H8OS | ωB97M-V/def2-TZVPD

```
14
Properties=species:S:1:pos:R:3:forces:R:3
C 0.10879 -1.33857 0.00297 -1.7100 -1.2047 1.6473
C -0.37179 0.03483 0.08422 -0.2797 -2.4979 0.1875
C -1.73035 0.25379 0.62677 0.8065 4.0723 0.9895
C 1.73771 0.95455 -0.32719 0.4744 -0.1937 2.9080
O 0.32776 1.06030 -0.24489 -1.7353 -0.3252 -0.2489
S 0.99272 -1.71291 1.62160 -0.3347 1.0493 0.2392
H -0.61330 -2.19393 -0.06330 -0.0071 1.5298 -0.1789
H 0.85259 -1.52699 -0.66042 1.9456 -0.0782 -2.4133
H -2.08558 1.30009 0.33126 0.4368 -1.3538 0.2925
H -1.55755 0.34153 1.72848 -0.2339 -0.2421 -0.6455
H -2.50142 -0.42975 0.45268 -0.5987 -1.4174 -0.5131
H 2.10654 -0.04214 -0.09408 -0.1057 -0.0276 -0.3025
H 1.93776 1.54904 0.57529 1.0335 0.0093 -0.4782
H 2.12144 1.38713 -1.19346 0.3084 0.6799 -1.4837
```
Forces are in eV/Å.

**E_tot**: -17157.544 eV
**Relative energy (zero: lowest compared OMol25 entry of this formula, charge and spin)**: 280.4 kJ/mol
**Molecular weight**: 104.174 g/mol
**F_max**: 4.27 eV/A
**Highest occupied orbital energy**: -7.26 eV
**Lowest unoccupied orbital energy**: -0.36 eV
**HOMO-LUMO gap**: 6.91 eV

Atomic partial charges in e from the Mulliken method, atoms 1 to 6: number 1, C, carries -1.03; number 2, C, carries 0.93; number 3, C, carries -1.19; number 4, C, carries -0.63; number 5, O, carries -0.30; number 6, S, carries -0.39



C4H8OS | ωB97M-V/def2-TZVPD

```
14
Properties=species:S:1:pos:R:3:forces:R:3
C -2.08029 -0.78697 0.61057 -2.6064 -1.6757 -0.7001
O -1.71984 -0.12065 -0.55105 0.7468 1.6964 -1.2707
C -0.43159 0.39866 -0.59526 1.0252 3.3304 0.7227
C -0.14057 1.69010 0.29141 -6.5775 -4.4721 2.6690
C 0.52957 -0.62020 -0.25083 3.7234 -2.1053 -3.4582
S 2.09188 -0.33745 0.16365 -1.1011 -0.3437 0.5885
H -2.67382 -0.17386 1.32805 0.0792 -0.1763 -0.7131
H -2.75149 -1.56717 0.01346 1.0540 0.7945 2.6889
H -1.27470 -1.19033 1.23835 0.1546 -0.3599 -0.6479
H -0.09651 0.79620 -1.65225 -1.2560 -1.2545 1.5177
H -0.20092 1.47910 1.40151 0.9061 0.0382 -1.2123
H 0.60555 2.18161 -0.05805 5.1433 3.0356 -1.6674
H -1.02940 2.25934 0.16783 -0.8254 0.9634 -0.4029
H 0.44729 -1.51004 -0.98413 -0.4662 0.5290 1.8856
```
Forces are in eV/Å.

**E_tot**: -17157.174 eV
**Relative energy (zero: lowest compared OMol25 entry of this formula, charge and spin)**: 316.1 kJ/mol
**Molecular weight**: 104.174 g/mol
**F_max**: 8.39 eV/A
**Highest occupied orbital energy**: -8.77 eV
**SMILES**: CO[C@@H](C)C=S
**Lowest unoccupied orbital energy**: -0.75 eV
**HOMO-LUMO gap**: 8.02 eV

Atomic partial charges in e from the Mulliken method, atoms 1 to 6: number 1, C, carries -0.69; number 2, O, carries -0.34; number 3, C, carries 0.54; number 4, C, carries -1.62; number 5, C, carries -0.36; number 6, S, carries -0.21



What is the F_max in the second record? 6.71 eV/A



What is the F_max in the fourth record? 8.39 eV/A



Look up the highest occupied orbital energy of the third one. -7.26 eV



What is the formula in the second record? C4H8OS